This record from the Open Molecules 2025 dataset describes a cluster of 8 separate species, C42H97F2N11O12S2 in total at a distorted geometry. The level of theory is wB97M-V/def2-TZVPD.

## Properties
Charge ... +5
Lowest unoccupied orbital energy (alpha / beta) ... -9.432 / -9.432 eV
2S+1 ... 2
E_HOMO (alpha / beta) ... -11.10 / -15.18 eV
Expectation value of S² ... 0.76
HOMO-LUMO gap (alpha / beta) ... 1.673 / 5.744 eV

Bonds (Å) are listed after each position.
Cartesian coordinates (Å):
1 C 7.34 -3.20 -5.93  C2 1.521, H9 1.090, H10 1.090, H11 1.090
2 C 6.88 -3.29 -4.48  C1 1.521, N3 1.480, H12 1.090, H13 1.090
3 N 5.80 -2.32 -4.21  C2 1.480, C4 1.383, C7 1.404
4 C 5.88 -1.12 -3.54  N3 1.383, C5 1.399, H14 1.080
5 C 4.61 -0.56 -3.36  C4 1.399, N6 1.389, H15 1.080
6 N 3.71 -1.36 -4.05  C5 1.389, C7 1.388, C8 1.447
7 C 4.46 -2.38 -4.63  N3 1.404, N6 1.388, H16 1.080
8 C 2.33 -1.06 -4.35  N6 1.447, H17 1.090, H18 1.090, H19 1.090
9 H 6.57 -3.50 -6.65  C1 1.090
10 H 8.03 -3.95 -6.32  C1 1.090
11 H 7.78 -2.23 -6.18  C1 1.090
12 H 7.81 -3.12 -3.94  C2 1.090
13 H 6.64 -4.31 -4.18  C2 1.090
14 H 6.81 -0.82 -3.08  C4 1.080
15 H 4.30 0.31 -2.79  C5 1.080
16 H 3.98 -3.04 -5.33  C7 1.080
17 H 2.21 -0.97 -5.43  C8 1.090
18 H 1.97 -0.16 -3.85  C8 1.090
19 H 1.61 -1.85 -4.10  C8 1.090
20 C 1.13 -4.89 -0.16  C21 1.528, H28 1.090, H29 1.090, H30 1.090
21 C 0.28 -5.80 -1.05  C20 1.528, N22 1.473, H31 1.090, H32 1.090
22 N -1.06 -6.09 -0.51  C21 1.473, C23 1.331, C26 1.351
23 C -2.05 -5.20 -0.61  N22 1.331, C24 1.397, H33 1.080
24 C -3.19 -5.74 -0.01  C23 1.397, N25 1.382, H34 1.080
25 N -2.81 -6.99 0.45  C24 1.382, C26 1.313, C27 1.450
26 C -1.57 -7.20 0.09  N22 1.351, N25 1.313, H35 1.080
27 C -3.68 -8.01 1.00  N25 1.450, H36 1.090, H37 1.090, H38 1.090
28 H 0.53 -4.14 0.35  C20 1.090
29 H 1.94 -4.47 -0.74  C20 1.090
30 H 1.59 -5.51 0.61  C20 1.090
31 H 0.83 -6.68 -1.39  C21 1.090
32 H 0.12 -5.24 -1.97  C21 1.090
33 H -1.91 -4.25 -1.09  C23 1.080
34 H -4.25 -5.58 0.09  C24 1.080
35 H -1.08 -8.14 0.30  C26 1.080
36 H -4.73 -7.73 0.92  C27 1.090
37 H -3.40 -7.97 2.05  C27 1.090
38 H -3.56 -9.01 0.59  C27 1.090
39 C -4.14 1.42 4.93  C40 1.466, H47 1.090, H48 1.090, H49 1.090
40 C -2.93 2.16 4.57  C39 1.466, N41 1.460, H50 1.090, H51 1.090
41 N -1.76 1.58 5.24  C40 1.460, C42 1.338, C45 1.380
42 C -1.09 0.48 4.87  N41 1.338, C43 1.407, H52 1.080
43 C -0.24 0.00 5.89  C42 1.407, N44 1.377, H53 1.080
44 N -0.44 0.87 6.94  C43 1.377, C45 1.382, C46 1.511
45 C -1.28 1.88 6.49  N41 1.380, N44 1.382, H54 1.080
46 C 0.26 0.82 8.27  N44 1.511, H55 1.090, H56 1.090, H57 1.090
47 H -5.09 1.90 4.69  C39 1.090
48 H -4.13 1.03 5.95  C39 1.090
49 H -4.17 0.55 4.28  C39 1.090
50 H -3.06 3.15 5.00  C40 1.090
51 H -2.87 2.22 3.48  C40 1.090
52 H -1.32 0.02 3.92  C42 1.080
53 H 0.34 -0.89 6.00  C43 1.080
54 H -1.50 2.70 7.16  C45 1.080
55 H 0.67 -0.18 8.37  C46 1.090
56 H -0.32 1.07 9.16  C46 1.090
57 H 1.01 1.61 8.13  C46 1.090
58 C 2.75 2.42 5.11  O59 1.453, H69 1.090, H70 1.090, H71 1.090
59 O 2.92 3.08 3.83  C58 1.453, C60 1.489
60 C 3.66 2.36 2.75  O59 1.489, C61 1.531, H72 1.090, H73 1.090
61 C 2.62 1.51 2.02  C60 1.531, N62 1.582, H74 1.090, H75 1.090
62 N 1.43 2.27 1.30  C61 1.582, H63 1.010, H64 1.010, C65 1.513
63 H 1.69 2.87 0.52  N62 1.010
64 H 0.86 1.52 0.94  N62 1.010
65 C 0.52 3.04 2.23  N62 1.513, C66 1.522, H76 1.090, H77 1.090
66 C -0.65 3.51 1.38  C65 1.522, O67 1.426, H78 1.090, H79 1.090
67 O -0.21 4.21 0.22  C66 1.426, C68 1.487
68 C -1.11 5.33 -0.17  O67 1.487, H80 1.090, H81 1.090, H82 1.090
69 H 3.46 2.84 5.83  C58 1.090
70 H 2.90 1.35 5.11  C58 1.090
71 H 1.72 2.65 5.38  C58 1.090
72 H 4.55 1.89 3.19  C60 1.090
73 H 4.06 3.21 2.20  C60 1.090
74 H 2.14 0.72 2.60  C61 1.090
75 H 3.05 0.94 1.20  C61 1.090
76 H 1.01 3.91 2.67  C65 1.090
77 H 0.23 2.45 3.09  C65 1.090
78 H -1.50 3.99 1.88  C66 1.090
79 H -1.22 2.62 1.10  C66 1.090
80 H -1.20 6.20 0.47  C68 1.090
81 H -2.15 5.09 -0.39  C68 1.090
82 H -0.65 5.68 -1.09  C68 1.090
83 C -2.19 6.10 -4.45  O84 1.407, H94 1.090, H95 1.090, H96 1.090
84 O -3.29 5.24 -4.59  C83 1.407, C85 1.443
85 C -3.66 4.85 -5.93  O84 1.443, C86 1.537, H97 1.090, H98 1.090
86 C -4.51 3.58 -5.77  C85 1.537, N87 1.454, H99 1.090, H100 1.090
87 N -3.90 2.65 -4.83  C86 1.454, H88 1.010, H89 1.010, C90 1.545
88 H -3.07 2.33 -5.30  N87 1.010
89 H -3.51 3.24 -4.12  N87 1.010
90 C -4.65 1.47 -4.18  N87 1.545, C91 1.556, H101 1.090, H102 1.090
91 C -5.14 2.08 -2.83  C90 1.556, O92 1.338, H103 1.090, H104 1.090
92 O -4.06 2.31 -2.07  C91 1.338, C93 1.466
93 C -4.46 2.77 -0.74  O92 1.466, H105 1.090, H106 1.090, H107 1.090
94 H -2.47 7.13 -4.69  C83 1.090
95 H -1.41 5.77 -5.13  C83 1.090
96 H -1.82 6.18 -3.43  C83 1.090
97 H -2.82 4.50 -6.54  C85 1.090
98 H -4.11 5.68 -6.48  C85 1.090
99 H -4.63 2.97 -6.67  C86 1.090
100 H -5.55 3.79 -5.50  C86 1.090
101 H -4.16 0.50 -4.06  C90 1.090
102 H -5.44 1.31 -4.91  C90 1.090
103 H -5.76 1.32 -2.35  C91 1.090
104 H -5.64 3.01 -3.07  C91 1.090
105 H -5.08 2.11 -0.14  C93 1.090
106 H -4.82 3.78 -0.94  C93 1.090
107 H -3.58 2.67 -0.10  C93 1.090
108 C -1.01 3.00 -2.65  O109 1.444, H119 1.090, H120 1.090, H121 1.090
109 O 0.06 3.92 -2.96  C108 1.444, C110 1.412
110 C 1.27 3.22 -2.81  O109 1.412, C111 1.509, H122 1.090, H123 1.090
111 C 2.37 4.09 -3.37  C110 1.509, N112 1.593, H124 1.090, H125 1.090
112 N 2.05 4.87 -4.72  C111 1.593, H113 1.010, H114 1.010, C115 1.565
113 H 1.05 4.95 -4.82  N112 1.010
114 H 2.24 5.79 -4.34  N112 1.010
115 C 2.82 4.37 -5.99  N112 1.565, C116 1.513, H126 1.090, H127 1.090
116 C 2.19 5.11 -7.15  C115 1.513, O117 1.449, H128 1.090, H129 1.090
117 O 0.96 5.87 -7.00  C116 1.449, C118 1.460
118 C 0.14 6.00 -8.20  O117 1.460, H130 1.090, H131 1.090, H132 1.090
119 H -0.98 2.52 -1.67  C108 1.090
120 H -1.18 2.20 -3.37  C108 1.090
121 H -1.88 3.64 -2.54  C108 1.090
122 H 1.10 2.32 -3.39  C110 1.090
123 H 1.50 2.98 -1.77  C110 1.090
124 H 3.28 3.50 -3.32  C111 1.090
125 H 2.40 4.97 -2.72  C111 1.090
126 H 2.56 3.32 -6.10  C115 1.090
127 H 3.89 4.52 -5.83  C115 1.090
128 H 1.82 4.41 -7.90  C116 1.090
129 H 3.04 5.66 -7.54  C116 1.090
130 H -0.37 5.12 -8.59  C118 1.090
131 H 0.85 6.14 -9.02  C118 1.090
132 H -0.48 6.90 -8.15  C118 1.090
133 C 1.83 -6.62 8.24  O134 1.430, H144 1.090, H145 1.090, H146 1.090
134 O 0.77 -6.62 7.28  C133 1.430, C135 1.468
135 C -0.58 -6.39 7.81  O134 1.468, C136 1.536, H147 1.090, H148 1.090
136 C -1.72 -6.20 6.80  C135 1.536, N137 1.571, H149 1.090, H150 1.090
137 N -1.28 -5.14 5.72  C136 1.571, H138 1.010, H139 1.010, C140 1.551
138 H -2.10 -4.97 5.16  N137 1.010
139 H -1.05 -4.24 6.13  N137 1.010
140 C -0.14 -5.49 4.74  N137 1.551, C141 1.537, H151 1.090, H152 1.090
141 C 0.01 -4.60 3.49  C140 1.537, O142 1.408, H153 1.090, H154 1.090
142 O 0.25 -3.26 3.84  C141 1.408, C143 1.426
143 C 1.63 -2.93 3.91  O142 1.426, H155 1.090, H156 1.090, H157 1.090
144 H 2.84 -6.49 7.85  C133 1.090
145 H 1.78 -7.62 8.68  C133 1.090
146 H 1.78 -5.85 9.00  C133 1.090
147 H -0.50 -5.44 8.35  C135 1.090
148 H -0.90 -7.22 8.44  C135 1.090
149 H -2.62 -5.77 7.26  C136 1.090
150 H -2.05 -7.13 6.33  C136 1.090
151 H -0.33 -6.53 4.47  C140 1.090
152 H 0.74 -5.22 5.33  C140 1.090
153 H -0.95 -4.54 2.97  C141 1.090
154 H 0.68 -5.11 2.80  C141 1.090
155 H 1.74 -1.86 4.13  C143 1.090
156 H 2.10 -3.03 2.93  C143 1.090
157 H 2.01 -3.44 4.79  C143 1.090
158 N 0.21 -0.06 0.41  S159 1.754, S163 1.490
159 S -1.45 -0.53 0.71  N158 1.754, O160 1.450, O161 1.488, F162 1.633, S163 2.411
160 O -2.17 -1.52 -0.07  S159 1.450
161 O -2.34 0.51 1.30  S159 1.488
162 F -1.00 -1.32 2.07  S159 1.633
163 S 0.27 -0.62 -0.97  N158 1.490, S159 2.411, O164 1.430, O165 1.465, F166 1.629
164 O -0.38 0.01 -2.08  S163 1.430
165 O 0.56 -2.05 -1.08  S163 1.465
166 F 1.73 0.05 -1.23  S163 1.629

***

This record from the Open Molecules 2025 dataset describes a cluster of 14 separate species, C42H98N14O14 in total at a distorted geometry. The level of theory is wB97M-V/def2-TZVPD.

## Properties
Charge ... +1
Lowest unoccupied orbital energy (alpha / beta) ... -2.720 / -7.372 eV
2S+1 ... 2
E_HOMO (alpha / beta) ... -10.59 / -10.59 eV
Expectation value of S² ... 0.78
HOMO-LUMO gap (alpha / beta) ... 7.870 / 3.219 eV

Bonds (Å) are listed after each position.
Cartesian coordinates (Å):
1 C -1.23 0.90 -0.65  O2 1.257, N3 1.332, H6 1.101
2 O -2.40 0.56 -0.98  C1 1.257
3 N -0.34 0.05 -0.15  C1 1.332, C4 1.437, C5 1.458
4 C -0.66 -1.30 0.22  N3 1.437, H7 1.090, H8 1.090, H9 1.090
5 C 1.05 0.46 0.03  N3 1.458, H10 1.090, H11 1.090, H12 1.090
6 H -0.77 1.86 -0.91  C1 1.101
7 H -1.60 -1.73 -0.13  C4 1.090
8 H -0.60 -1.39 1.30  C4 1.090
9 H 0.09 -2.02 -0.11  C4 1.090
10 H 1.44 0.44 1.05  C5 1.090
11 H 1.68 -0.16 -0.61  C5 1.090
12 H 1.34 1.45 -0.30  C5 1.090
13 C 1.58 -3.68 -4.94  O14 1.238, N15 1.330, H18 1.101
14 O 1.08 -4.33 -4.01  C13 1.238
15 N 2.17 -2.49 -4.88  C13 1.330, C16 1.481, C17 1.492
16 C 2.12 -1.64 -3.66  N15 1.481, H19 1.090, H20 1.090, H21 1.090
17 C 2.75 -1.79 -6.06  N15 1.492, H22 1.090, H23 1.090, H24 1.090
18 H 1.61 -4.03 -5.99  C13 1.101
19 H 3.06 -1.14 -3.42  C16 1.090
20 H 1.77 -2.18 -2.79  C16 1.090
21 H 1.42 -0.81 -3.81  C16 1.090
22 H 3.25 -2.40 -6.81  C17 1.090
23 H 1.97 -1.13 -6.44  C17 1.090
24 H 3.57 -1.08 -5.90  C17 1.090
25 C -1.21 3.72 -3.59  O26 1.265, N27 1.302, H30 1.101
26 O -0.82 4.17 -2.47  C25 1.265
27 N -1.44 4.48 -4.62  C25 1.302, C28 1.443, C29 1.435
28 C -2.02 4.03 -5.86  N27 1.443, H31 1.090, H32 1.090, H33 1.090
29 C -1.13 5.88 -4.52  N27 1.435, H34 1.090, H35 1.090, H36 1.090
30 H -1.57 2.70 -3.79  C25 1.101
31 H -1.30 3.82 -6.65  C28 1.090
32 H -2.86 4.61 -6.23  C28 1.090
33 H -2.50 3.06 -5.70  C28 1.090
34 H -2.02 6.50 -4.41  C29 1.090
35 H -0.47 6.31 -3.76  C29 1.090
36 H -0.70 6.23 -5.46  C29 1.090
37 C 4.94 -3.09 -2.74  O38 1.284, N39 1.352, H42 1.101
38 O 5.76 -2.19 -3.13  C37 1.284
39 N 4.55 -3.10 -1.44  C37 1.352, C40 1.478, C41 1.439
40 C 3.74 -4.22 -0.94  N39 1.478, H43 1.090, H44 1.090, H45 1.090
41 C 4.94 -2.06 -0.52  N39 1.439, H46 1.090, H47 1.090, H48 1.090
42 H 4.52 -3.92 -3.33  C37 1.101
43 H 4.28 -4.78 -0.17  C40 1.090
44 H 3.65 -5.05 -1.65  C40 1.090
45 H 2.76 -3.94 -0.55  C40 1.090
46 H 5.47 -1.27 -1.04  C41 1.090
47 H 4.08 -1.69 0.04  C41 1.090
48 H 5.65 -2.50 0.17  C41 1.090
49 C -3.39 4.28 -0.57  O50 1.201, N51 1.339, H54 1.101
50 O -2.99 4.42 0.55  C49 1.201
51 N -4.46 4.87 -1.12  C49 1.339, C52 1.434, C53 1.455
52 C -4.76 4.65 -2.50  N51 1.434, H55 1.090, H56 1.090, H57 1.090
53 C -5.36 5.80 -0.45  N51 1.455, H58 1.090, H59 1.090, H60 1.090
54 H -2.87 3.66 -1.31  C49 1.101
55 H -4.05 4.00 -3.00  C52 1.090
56 H -4.71 5.61 -3.01  C52 1.090
57 H -5.74 4.17 -2.51  C52 1.090
58 H -5.15 6.81 -0.81  C53 1.090
59 H -6.41 5.51 -0.51  C53 1.090
60 H -5.17 5.91 0.62  C53 1.090
61 C -6.50 -2.07 1.80  O62 1.240, N63 1.357, H66 1.101
62 O -6.07 -1.24 2.62  C61 1.240
63 N -5.99 -2.34 0.57  C61 1.357, C64 1.423, C65 1.456
64 C -6.52 -3.32 -0.33  N63 1.423, H67 1.090, H68 1.090, H69 1.090
65 C -4.66 -1.93 0.17  N63 1.456, H70 1.090, H71 1.090, H72 1.090
66 H -7.42 -2.65 1.95  C61 1.101
67 H -6.54 -2.87 -1.32  C64 1.090
68 H -7.56 -3.54 -0.12  C64 1.090
69 H -5.99 -4.27 -0.35  C64 1.090
70 H -4.49 -1.03 0.77  C65 1.090
71 H -4.14 -2.79 0.61  C65 1.090
72 H -4.35 -1.99 -0.87  C65 1.090
73 C 1.19 3.14 2.06  O74 1.259, N75 1.376, H78 1.101
74 O 1.89 2.27 2.64  C73 1.259
75 N 1.69 4.05 1.16  C73 1.376, C76 1.423, C77 1.467
76 C 0.84 4.88 0.37  N75 1.423, H79 1.090, H80 1.090, H81 1.090
77 C 3.11 4.41 1.05  N75 1.467, H82 1.090, H83 1.090, H84 1.090
78 H 0.10 3.26 2.18  C73 1.101
79 H 1.11 5.89 0.68  C76 1.090
80 H -0.24 4.71 0.39  C76 1.090
81 H 1.06 4.89 -0.70  C76 1.090
82 H 3.71 3.69 1.61  C77 1.090
83 H 3.42 4.47 0.01  C77 1.090
84 H 3.24 5.35 1.59  C77 1.090
85 C 5.32 3.94 -2.47  O86 1.252, N87 1.362, H90 1.101
86 O 5.47 4.39 -1.31  C85 1.252
87 N 5.05 2.69 -2.96  C85 1.362, C88 1.486, C89 1.448
88 C 4.97 1.53 -2.04  N87 1.486, H91 1.090, H92 1.090, H93 1.090
89 C 5.25 2.41 -4.37  N87 1.448, H94 1.090, H95 1.090, H96 1.090
90 H 5.43 4.62 -3.33  C85 1.101
91 H 5.07 1.88 -1.01  C88 1.090
92 H 5.75 0.80 -2.27  C88 1.090
93 H 3.97 1.10 -2.05  C88 1.090
94 H 4.42 1.85 -4.78  C89 1.090
95 H 5.28 3.25 -5.06  C89 1.090
96 H 6.19 1.86 -4.44  C89 1.090
97 C -2.42 -5.26 -1.13  O98 1.260, N99 1.337, H102 1.101
98 O -2.67 -4.03 -1.04  C97 1.260
99 N -1.24 -5.82 -0.85  C97 1.337, C100 1.460, C101 1.458
100 C -0.98 -7.26 -0.85  N99 1.460, H103 1.090, H104 1.090, H105 1.090
101 C -0.03 -5.09 -0.50  N99 1.458, H106 1.090, H107 1.090, H108 1.090
102 H -3.21 -5.97 -1.40  C97 1.101
103 H -0.83 -7.47 0.21  C100 1.090
104 H -0.06 -7.61 -1.32  C100 1.090
105 H -1.86 -7.81 -1.19  C100 1.090
106 H 0.46 -5.55 0.37  C101 1.090
107 H 0.62 -5.11 -1.38  C101 1.090
108 H -0.25 -4.05 -0.27  C101 1.090
109 C -2.09 2.16 4.68  O110 1.218, N111 1.360, H114 1.101
110 O -1.30 3.02 4.34  C109 1.218
111 N -2.72 1.23 3.91  C109 1.360, C112 1.490, C113 1.475
112 C -3.65 0.21 4.48  N111 1.490, H115 1.090, H116 1.090, H117 1.090
113 C -2.76 1.37 2.44  N111 1.475, H118 1.090, H119 1.090, H120 1.090
114 H -2.33 1.99 5.74  C109 1.101
115 H -3.98 -0.58 3.82  C112 1.090
116 H -4.61 0.68 4.67  C112 1.090
117 H -3.13 -0.34 5.27  C112 1.090
118 H -2.21 2.15 1.91  C113 1.090
119 H -2.53 0.41 1.97  C113 1.090
120 H -3.80 1.45 2.15  C113 1.090
121 C 1.01 0.99 6.18  O122 1.266, N123 1.348, H126 1.101
122 O 1.42 1.18 7.36  C121 1.266
123 N 0.75 -0.28 5.80  C121 1.348, C124 1.490, C125 1.419
124 C 0.11 -0.42 4.46  N123 1.490, H127 1.090, H128 1.090, H129 1.090
125 C 1.17 -1.48 6.43  N123 1.419, H130 1.090, H131 1.090, H132 1.090
126 H 0.84 1.80 5.46  C121 1.101
127 H -0.90 -0.79 4.59  C124 1.090
128 H 0.67 -1.03 3.76  C124 1.090
129 H -0.01 0.58 4.03  C124 1.090
130 H 0.39 -2.21 6.63  C125 1.090
131 H 1.82 -2.01 5.74  C125 1.090
132 H 1.75 -1.27 7.33  C125 1.090
133 C 4.77 0.05 2.80  O134 1.232, N135 1.331, H138 1.101
134 O 5.38 -0.17 1.75  C133 1.232
135 N 5.11 -0.40 4.01  C133 1.331, C136 1.441, C137 1.493
136 C 6.14 -1.35 4.33  N135 1.441, H139 1.090, H140 1.090, H141 1.090
137 C 4.32 0.10 5.18  N135 1.493, H142 1.090, H143 1.090, H144 1.090
138 H 3.77 0.50 2.75  C133 1.101
139 H 6.98 -1.29 3.62  C136 1.090
140 H 5.90 -2.41 4.25  C136 1.090
141 H 6.67 -1.13 5.26  C136 1.090
142 H 3.52 -0.60 5.39  C137 1.090
143 H 4.91 0.16 6.10  C137 1.090
144 H 3.91 1.10 5.04  C137 1.090
145 C -5.49 1.28 -2.95  O146 1.221, N147 1.346, H150 1.101
146 O -5.67 1.36 -4.15  C145 1.221
147 N -6.31 1.85 -2.05  C145 1.346, C148 1.475, C149 1.425
148 C -6.20 1.74 -0.59  N147 1.475, H151 1.090, H152 1.090, H153 1.090
149 C -7.55 2.45 -2.41  N147 1.425, H154 1.090, H155 1.090, H156 1.090
150 H -4.73 0.76 -2.33  C145 1.101
151 H -6.90 0.97 -0.26  C148 1.090
152 H -6.38 2.70 -0.10  C148 1.090
153 H -5.21 1.36 -0.34  C148 1.090
154 H -7.64 3.40 -1.87  C149 1.090
155 H -7.60 2.67 -3.47  C149 1.090
156 H -8.49 1.92 -2.23  C149 1.090
157 C 3.19 -3.19 2.28  O158 1.232, N159 1.361, H162 1.101
158 O 2.26 -2.48 1.90  C157 1.232
159 N 3.04 -4.49 2.68  C157 1.361, C160 1.444, C161 1.489
160 C 1.78 -5.19 2.62  N159 1.444, H163 1.090, H164 1.090, H165 1.090
161 C 4.21 -5.21 3.24  N159 1.489, H166 1.090, H167 1.090, H168 1.090
162 H 4.26 -2.92 2.23  C157 1.101
163 H 1.88 -5.93 1.83  C160 1.090
164 H 0.87 -4.66 2.35  C160 1.090
165 H 1.65 -5.64 3.61  C160 1.090
166 H 5.10 -4.58 3.36  C161 1.090
167 H 3.97 -5.57 4.24  C161 1.090
168 H 4.51 -6.06 2.63  C161 1.090